5 unconnected molecules or ions with the total composition C37H56F10IN4O13 in a non-equilibrium geometry. Source: OMol25; level of theory: the ωB97M-V functional and the def2-TZVPD basis.

Last column: Mulliken charge in e.
CARTESIAN COORDINATES (ANGSTROEM)
C (0.7686, -3.3266, -4.9302)  -0.873
C (-0.0350, -2.9416, -3.5164)  -0.114
C (1.0290, -3.2475, -2.2522)  -0.976
I (1.2244, -5.4711, -2.2462)  0.147
N (0.5336, -2.8284, -0.9166)  0.657
C (1.1440, -2.1090, 0.0695)  0.351
N (0.5653, -1.6270, 1.4170)  -0.413
C (1.5499, -0.8064, 2.2085)  0.254
C (1.3961, -0.0837, 3.6665)  -0.267
C (-0.2150, 0.2656, 3.9103)  -0.402
O (-0.4554, 1.7309, 4.0524)  -0.404
C (-1.8974, 2.0163, 4.1611)  -0.641
C (-2.5156, 2.3204, 2.6737)  0.819
F (-3.4897, 1.2024, 2.3848)  -0.253
F (-1.4289, 2.1676, 1.6702)  -0.220
C (-3.3778, 3.7089, 2.5471)  0.528
F (-2.9974, 4.7669, 3.5280)  -0.274
F (-4.8026, 3.3430, 2.8925)  -0.293
C (-3.4128, 4.2123, 0.9858)  0.569
F (-4.6083, 5.1280, 0.8724)  -0.307
F (-3.7057, 3.0847, 0.0300)  -0.240
C (-2.1188, 5.1002, 0.5132)  0.272
F (-0.9571, 5.0598, 1.4315)  -0.248
F (-2.5117, 6.5045, 0.2176)  -0.275
N (2.7434, -0.8763, 1.2320)  0.012
C (3.9004, -0.0952, 1.7749)  -1.075
C (3.5447, 1.5257, 1.5641)  0.403
C (4.9129, 2.2421, 0.9220)  -1.052
F (2.4812, 1.7409, 0.5306)  -0.228
N (2.5543, -1.6202, 0.0505)  0.446
C (3.7338, -1.7307, -0.8627)  -1.356
C (3.7886, -0.4104, -1.8883)  2.045
C (2.3438, -0.0366, -2.5589)  -0.571
C (5.0425, -0.5024, -2.9663)  -1.025
C (-0.9105, -3.2647, -0.5699)  -0.058
C (-1.9742, -2.0065, -0.5607)  -0.320
F (-0.9535, -4.0840, 0.7016)  -0.400
H (0.4097, -4.4187, -5.2503)  0.336
H (0.5139, -2.5913, -5.8090)  0.278
H (1.9361, -3.4116, -4.7756)  0.187
H (-0.9658, -3.6748, -3.4890)  0.344
H (-0.3936, -1.8237, -3.5312)  0.268
H (2.0123, -2.8017, -2.6642)  0.117
H (1.9678, 0.9286, 3.7941)  0.070
H (1.8088, -0.8128, 4.5112)  0.457
H (-0.5179, -0.2359, 4.9277)  0.209
H (-0.8814, -0.0801, 3.0031)  0.332
H (-2.4222, 1.0321, 4.5786)  0.202
H (-2.0865, 2.8516, 4.9605)  0.344
H (-1.7444, 4.6236, -0.5139)  0.195
H (4.9373, -0.2496, 1.2731)  0.388
H (4.0821, -0.2196, 2.9484)  0.372
H (3.3501, 2.0874, 2.5718)  0.337
H (4.6297, 3.3043, 0.4566)  0.172
H (5.6706, 2.4830, 1.7985)  0.395
H (5.4553, 1.5637, 0.1356)  0.253
H (3.8009, -2.7606, -1.4657)  0.289
H (4.7971, -1.7006, -0.3165)  0.369
H (4.0663, 0.5025, -1.1706)  -0.944
H (2.2315, -0.6485, -3.5500)  0.221
H (2.4196, 1.1072, -2.8930)  0.127
H (1.4226, -0.0949, -1.8396)  0.022
H (5.9699, -0.8999, -2.3277)  0.331
H (4.8161, -1.1549, -3.9110)  0.144
H (5.3196, 0.6266, -3.2337)  0.326
H (-1.3448, -4.0353, -1.3726)  0.298
H (-2.2571, -1.7719, -1.6866)  0.304
H (-2.9801, -2.4037, -0.0636)  -0.001
H (-1.6217, -1.0710, 0.0473)  0.090
C (-7.4822, -0.6228, 1.9657)  -1.310
C (-7.0786, -1.9563, 1.3723)  0.554
C (-6.5550, -2.9365, 2.3785)  -0.247
O (-5.7366, -3.7739, 1.5815)  -0.310
C (-5.2985, -3.0027, 0.5395)  0.631
O (-4.4245, -3.3301, -0.2429)  -0.674
O (-5.9703, -1.8117, 0.4984)  -0.331
H (-7.6235, 0.1220, 1.1755)  0.394
H (-8.4115, -0.7137, 2.5363)  0.390
H (-6.7048, -0.2309, 2.6305)  0.174
H (-7.9085, -2.3761, 0.7911)  0.252
H (-7.3498, -3.5122, 2.8602)  0.327
H (-5.9256, -2.4773, 3.1506)  0.131
C (7.2676, -0.2716, -8.2772)  -1.442
C (7.4277, -1.2777, -7.1567)  0.516
C (7.6513, -2.6831, -7.6283)  -0.546
O (7.1796, -3.4446, -6.5310)  -0.312
C (6.2234, -2.6818, -5.9177)  0.663
O (5.4663, -3.0859, -5.0535)  -0.519
O (6.2282, -1.4055, -6.4100)  -0.312
H (6.8726, 0.6737, -7.8908)  0.358
H (8.2253, -0.0796, -8.7704)  0.382
H (6.5549, -0.6245, -9.0306)  0.350
H (8.2159, -0.9510, -6.4677)  0.268
H (8.7042, -2.8987, -7.8286)  0.306
H (7.0560, -2.9488, -8.5105)  0.308
C (1.1285, 6.3131, -1.7418)  -1.240
C (1.5321, 4.9796, -2.3352)  0.620
C (2.0556, 3.9993, -1.3290)  -0.508
O (2.8741, 3.1619, -2.1260)  -0.018
C (3.3122, 3.9331, -3.1680)  0.478
O (4.1862, 3.6058, -3.9504)  -0.568
O (2.6404, 5.1241, -3.2091)  -0.370
H (0.9872, 7.0578, -2.5320)  0.393
H (0.1992, 6.2222, -1.1712)  0.143
H (1.9059, 6.7049, -1.0770)  0.373
H (0.7021, 4.5597, -2.9164)  0.300
H (1.2609, 3.4236, -0.8473)  0.225
H (2.6851, 4.4585, -0.5569)  0.128
C (-6.9317, -0.3725, 8.4725)  -1.457
C (-6.4272, -1.4939, 7.5887)  0.512
C (-6.2843, -1.1138, 6.1455)  -0.378
O (-6.4032, -2.3659, 5.4940)  -0.168
C (-7.1840, -3.1464, 6.3026)  0.549
O (-7.6560, -4.2214, 5.9788)  -0.550
O (-7.3680, -2.5539, 7.5218)  -0.340
H (-7.2435, -0.7625, 9.4470)  0.368
H (-6.1559, 0.3838, 8.6260)  0.374
H (-7.8092, 0.1157, 8.0349)  0.362
H (-5.4938, -1.9021, 7.9947)  0.268
H (-5.3195, -0.6495, 5.9248)  0.144
H (-7.0883, -0.4616, 5.7829)  0.309

Results
- LUMO (eV) = -2.910
- net charge = +1
- relative energy (zero: lowest compared OMol25 entry of this formula, charge and spin) (kJ/mol) = 1580.6
- orbital gap (eV) = 8.4